[1]
A 2-piece molecular cluster, C3H3F2I overall in a non-equilibrium geometry, computed with wB97M-V/def2-TZVPD.

Last column: Löwdin charge in e.
Positions of all 9 atoms, in Å:
C: -0.13492 0.89487 -0.54310  -0.202
C: 0.72871 1.05832 0.49998  -0.655
C: -1.21749 -1.52737 -0.17518  -0.071
F: -1.53705 -1.80687 1.08733  0.037
F: -0.12211 -2.21991 -0.36082  0.043
I: 2.70177 0.36854 0.17842  0.740
H: -1.13271 1.19146 -0.59903  0.032
H: 0.09824 0.29739 -1.43523  0.045
H: 0.61556 1.74357 1.34763  0.030

Forces on the atoms, in the same order (eV/Å):
C 2.321 -0.839 1.061
C -0.636 0.376 -2.324
C 0.064 -0.906 1.071
F 0.111 0.363 -0.896
F -0.286 0.250 -0.115
I -0.374 0.087 0.375
H -1.456 0.991 0.560
H 0.458 0.319 0.546
H -0.201 -0.639 -0.277

Computed properties:
**E**: -613.40868 a.u.
**ΔE to the lowest compared entry with this formula, charge and spin**: 63.6 kcal/mol
**Kohn-Sham gap**: 9.0 eV
**LUMO**: -0.127 eV
**F_max**: 2.69 eV Å⁻¹

***

[2]
C4H6MgMnO5 as an isolated structure in a non-equilibrium geometry, computed with wB97M-V/def2-TZVPD.

Last column: Löwdin charge in e.
Positions of all 17 atoms, in Å:
O: -1.56243 1.63426 0.68898  -0.361
C: -2.37291 0.68651 0.08083  -0.362
C: -1.57118 -0.29216 -0.77367  -0.177
O: -0.46764 -0.70163 0.04616  -0.307
C: 0.45173 -1.62129 -0.39651  0.014
Mn: 0.11970 0.92243 1.14573  0.954
H: -3.13136 1.14296 -0.58458  0.111
H: -2.92452 0.09592 0.84200  0.109
H: -1.16258 0.19431 -1.67289  0.132
H: -2.15038 -1.18295 -1.05638  0.124
H: 1.37329 -1.29284 -0.87747  0.077
H: -0.00125 -2.55708 -0.73310  0.072
O: 1.67635 -0.56558 1.57681  -0.156
C: 2.52047 0.34882 1.15173  -0.889
O: 1.93273 1.43080 0.63946  -0.396
O: 3.67926 0.08520 0.70517  -0.200
Mg: 3.59071 1.67232 -0.78229  0.256

Forces on the atoms, in the same order (eV/Å):
O -0.923 0.112 -0.288
C -0.345 -0.069 0.112
C -0.085 -0.172 -0.518
O 0.022 -0.570 -0.160
C -0.480 -0.731 -1.181
Mn 0.636 0.187 1.032
H 0.136 -0.024 0.156
H 0.025 0.066 -0.195
H -0.133 -0.091 0.176
H 0.020 0.188 -0.016
H -0.219 0.206 0.400
H 0.118 0.106 0.158
O 1.032 1.981 1.384
C -0.642 -3.186 -3.124
O 0.912 1.340 0.783
O -0.191 0.663 1.378
Mg 0.117 -0.005 -0.096

Computed properties:
**E**: -1883.32074 a.u.
**Charge**: -1
**Kohn-Sham gap (alpha / beta)**: 4.4 / 4.1 eV
**Multiplicity**: 7
**LUMO (alpha / beta)**: 2.921 / 2.617 eV
**F_max**: 4.51 eV Å⁻¹

***

[3]
One molecule with the formula C6H8N2 in a non-equilibrium geometry, computed with wB97M-V/def2-TZVPD.

Last column: Löwdin charge in e.
Positions of all 16 atoms, in Å:
C: -2.45148 0.68793 -0.90295  0.072
C: -1.46369 0.43942 -0.08057  -0.250
C: -1.03662 0.26091 1.31326  -0.040
C: -0.06349 0.16199 0.16526  -0.314
C: 0.79841 -1.00698 -0.21678  -0.108
C: 2.23816 -0.43144 -0.25156  -0.191
N: 2.12222 0.99453 -0.12710  -0.054
N: 1.03213 1.44298 0.07206  0.114
H: -2.31897 0.74755 -1.96974  0.057
H: -3.44419 0.85573 -0.52032  0.058
H: -0.99600 1.13183 1.95198  0.104
H: -1.29681 -0.65301 1.83134  0.107
H: 0.52361 -1.39578 -1.19831  0.112
H: 0.72667 -1.80198 0.52278  0.111
H: 2.85601 -0.77611 0.58549  0.113
H: 2.77403 -0.65756 -1.17486  0.109

Forces on the atoms, in the same order (eV/Å):
C -0.158 0.067 -0.113
C 0.340 -0.142 0.196
C -0.162 0.011 0.200
C 1.933 1.642 -0.313
C 0.010 -0.088 -0.065
C -0.298 -1.013 0.084
N 1.363 0.640 -0.212
N -2.894 -1.057 0.414
H 0.118 -0.001 -0.201
H -0.213 0.009 0.057
H 0.121 0.172 0.031
H -0.035 -0.128 -0.010
H -0.020 -0.045 0.100
H -0.045 -0.104 -0.094
H -0.055 0.030 -0.151
H -0.005 0.007 0.078

Computed properties:
**E**: -342.81542 a.u.
**ΔE to the lowest compared entry with this formula, charge and spin**: 74.4 kcal/mol
**SMILES**: C=C1C[C@@]12CCN=N2
**Kohn-Sham gap**: 9.7 eV
**LUMO**: 0.975 eV
**F_max**: 3.11 eV Å⁻¹

***

[4]
C6H5F6N2O11PtS2 as an isolated structure in a non-equilibrium geometry, computed with wB97M-V/def2-TZVPD.

Last column: Löwdin charge in e.
Positions of all 33 atoms, in Å:
Pt: -3.32234 -33.15556 12.90062  1.163
C: -0.88833 -36.34489 13.06972  -0.680
F: -0.16811 -37.18982 13.83466  0.101
F: -0.71667 -36.68348 11.79691  0.133
F: -2.14470 -36.42710 13.43081  0.175
S: -0.24309 -34.59438 13.31096  0.650
O: -0.46690 -34.23864 14.68618  -0.303
O: 1.17299 -34.63350 13.02553  -0.327
N: -1.28171 -33.68517 12.26263  -0.409
S: -0.28782 -33.15446 11.15431  0.562
O: 0.65578 -32.12547 11.55146  -0.327
O: 0.31656 -34.23600 10.40029  -0.334
C: -1.36371 -32.34485 9.84489  -0.676
F: -1.93791 -31.20746 10.19313  0.137
F: -0.46830 -31.97854 8.87492  0.060
F: -2.18697 -33.22010 9.32721  0.164
C: -5.11581 -33.41802 14.80223  -0.950
O: -6.24155 -33.97286 14.66189  -0.113
O: -3.97641 -34.07348 14.87776  -0.259
O: -4.91041 -32.24031 14.27346  -0.226
C: -5.21792 -33.61569 11.07253  -0.935
O: -4.57137 -34.58831 11.66149  -0.198
O: -6.47179 -33.54476 10.95692  -0.116
O: -4.53834 -32.49018 11.07854  -0.242
O: -2.13899 -31.02119 13.69757  0.021
C: -1.23939 -30.27007 13.97399  -0.570
N: -1.21888 -28.97874 13.49712  0.135
C: -0.01369 -30.75655 14.72159  -0.008
H: -1.91842 -28.68808 12.83671  0.097
H: -0.43969 -28.36672 13.64652  0.070
H: -0.22523 -31.81340 14.88011  0.064
H: 0.06358 -30.33752 15.73192  0.068
H: 0.91642 -30.56385 14.19134  0.072

Forces on the atoms, in the same order (eV/Å):
Pt -1.767 0.157 0.271
C -0.022 1.041 0.131
F 0.147 -0.018 -0.031
F -0.166 -0.317 -0.017
F -0.034 -0.162 -0.220
S -0.523 1.018 1.153
O -0.933 -0.272 -0.280
O -0.313 -0.385 -0.958
N 2.204 -1.489 1.544
S 1.231 0.153 -1.806
O -0.707 0.261 0.164
O -0.267 0.203 -0.284
C 0.652 0.173 0.358
F -0.429 -0.252 0.301
F 0.036 -0.308 -0.101
F -0.329 0.182 -0.082
C -0.182 -1.336 -4.512
O 0.296 0.232 2.577
O 0.444 -1.092 1.624
O -0.141 1.644 0.124
C -1.374 2.084 3.406
O 0.292 -0.883 -0.555
O 0.559 -1.302 -1.765
O 1.143 0.507 -1.046
O -0.045 0.561 0.256
C 0.409 -0.495 -0.738
N 0.037 0.529 0.249
C -0.532 -0.055 0.745
H -0.133 -0.240 0.034
H 0.118 -0.149 0.007
H 0.457 -0.119 -0.242
H -0.082 0.307 -0.128
H -0.045 -0.180 -0.179

Computed properties:
**E**: -2683.48273 a.u.
**ΔE to the lowest compared entry with this formula, charge and spin**: 0.0 kcal/mol
**Charge**: -3
**Kohn-Sham gap (alpha / beta)**: 3.6 / 4.0 eV
**Multiplicity**: 3
**LUMO (alpha / beta)**: 6.617 / 6.614 eV
**F_max**: 4.71 eV Å⁻¹